{"formula": "C3H8O2S", "method": "ωB97M-V/def2-TZVPD", "symbols": ["C", "C", "C", "O", "O", "S", "H", "H", "H", "H", "H", "H", "H", "H"], "coordinates": [[-0.9164, 0.5336, 1.0499], [1.1578, 0.3090, -0.3167], [-0.2020, -0.2953, 0.0495], [2.0959, 0.2209, 0.8727], [-1.0899, -0.2065, -1.1720], [-0.8485, -1.2748, -2.4423], [-1.1519, 1.6049, 0.7237], [-1.9104, 0.1440, 0.9795], [-0.4882, 0.5354, 2.0957], [1.6546, -0.1614, -1.1753], [1.0424, 1.3508, -0.5163], [-0.1389, -1.4001, 0.1832], [2.1026, 0.9714, 1.3352], [-1.3072, -2.3320, -1.6669]], "forces_ev_per_a": [[-0.78, 1.25, 1.12], [1.42, -0.45, 1.80], [0.12, -0.21, -1.94], [-1.21, -5.24, -4.54], [0.95, 1.79, 2.25], [-0.25, -1.93, -2.27], [1.16, -1.27, 0.15], [-0.82, -0.47, 1.00], [-0.55, -0.17, -1.21], [-0.12, -0.09, 0.45], [-0.29, 0.74, -0.41], [0.13, 0.79, 0.83], [-0.24, 4.76, 2.57], [0.48, 0.49, 0.19]], "lumo_energy_ha": [0.0297, -0.0859], "multiplicity": 3, "homo_ev": [-5.731, -10.369], "orbital_gap_ev": [6.54, 8.03]}

{"formula": "C3H8O2S", "method": "ωB97M-V/def2-TZVPD", "symbols": ["C", "C", "S", "H", "H", "H", "H", "H", "H", "O", "C", "O", "H", "H"], "coordinates": [[4.0289, -0.0978, 0.3884], [3.7452, -1.2751, 1.2899], [2.2439, -1.0340, 2.3198], [4.8259, -0.3309, -0.3204], [4.1767, 0.8420, 0.9274], [3.2166, 0.0028, -0.3350], [3.5543, -2.2005, 0.7373], [4.5026, -1.3675, 2.0772], [2.0593, 0.2217, 1.8592], [-6.6629, -0.2769, -2.0825], [-6.5118, 0.7390, -1.4769], [-6.2728, 1.9343, -2.0214], [-6.4807, 0.8243, -0.3867], [-6.4253, 2.0186, -2.9762]], "forces_ev_per_a": [[-0.62, -0.07, -0.99], [-0.39, 0.48, 0.40], [0.45, 0.07, -0.55], [0.53, 0.07, 0.63], [0.23, -0.23, -0.18], [-0.36, 0.29, 0.28], [0.31, -0.16, 0.33], [0.16, -0.57, -0.14], [-0.31, 0.10, 0.23], [-0.25, -0.21, -0.03], [0.36, -0.16, -0.52], [-0.10, 1.03, 0.32], [-0.05, 0.03, 0.07], [0.04, -0.69, 0.16]], "total_charge": 1, "lumo_energy_ha": [-0.1638, -0.3441], "multiplicity": 2, "homo_ev": [-12.404, -12.404], "orbital_gap_ev": [7.95, 3.04]}

{"formula": "C3H8O3", "method": "ωB97M-V/def2-TZVPD", "symbols": ["C", "C", "C", "H", "H", "H", "H", "H", "H", "H", "H", "O", "O", "O"], "coordinates": [[-0.4278, 1.2202, 0.9476], [0.6220, 0.2128, 0.3656], [-0.4118, 1.7163, -0.5385], [0.6859, -4.0707, -0.7342], [1.5396, -3.3870, -1.7177], [-2.2040, 0.4717, 1.0098], [0.1693, 1.9110, 1.5734], [1.5207, 0.1266, 0.9174], [0.1590, -0.7995, 0.3231], [-0.2066, 2.7961, -0.7864], [-1.3459, 1.3139, -0.9623], [0.7114, -3.2458, -1.2148], [-1.5868, 0.8216, 1.6560], [0.7750, 0.9129, -0.8390]], "forces_ev_per_a": [[2.27, 0.76, -0.14], [-1.96, -1.35, 1.41], [-0.01, 0.37, 0.44], [-0.41, -0.34, 0.47], [-0.63, 0.54, 0.15], [-0.22, -0.23, -0.05], [-0.84, -0.16, 0.02], [1.11, -0.06, 0.51], [0.32, 0.36, -0.62], [-0.58, -1.09, 0.28], [0.35, 0.26, -0.72], [1.02, -0.19, -0.60], [0.83, 0.41, -0.85], [-1.25, 0.72, -0.30]], "lumo_energy_ha": 0.0296, "homo_ev": -9.647, "orbital_gap_ev": 10.45}

{"formula": "C3H8O3", "method": "ωB97M-V/def2-TZVPD", "symbols": ["O", "C", "C", "O", "C", "O", "H", "H", "H", "H", "H", "H", "H", "H"], "coordinates": [[0.3592, -0.8004, 0.8100], [-0.9487, -1.5911, 0.2631], [0.5415, -0.1049, -0.4898], [1.7737, 0.5295, -0.3685], [-0.4990, 1.0025, -0.6401], [-0.6245, 1.6275, 0.6324], [0.0588, -0.0816, 1.4184], [-0.5435, -2.6012, 0.3295], [-1.6524, -1.4013, 1.0731], [0.5237, -0.8521, -1.2917], [2.4062, -0.1758, -0.1819], [-0.1181, 1.7095, -1.3876], [-1.4804, 0.6305, -0.9306], [0.2035, 2.1089, 0.7638]], "forces_ev_per_a": [[-0.51, 0.50, -1.33], [-0.83, -0.82, 0.16], [0.48, 0.46, 0.14], [0.59, 0.14, -0.08], [0.07, -0.05, -0.10], [0.21, 0.24, 0.07], [-0.03, -0.29, -0.38], [-0.20, -0.20, 0.33], [-0.04, -0.29, 0.32], [-0.08, 0.11, 0.58], [0.21, 0.27, -0.05], [-0.07, -0.10, 0.08], [0.33, -0.09, 0.12], [-0.16, 0.12, 0.13]], "lumo_energy_ha": 0.0185, "homo_ev": -7.083, "orbital_gap_ev": 7.59}

{"formula": "C3H8O3S2", "method": "ωB97M-V/def2-TZVPD", "symbols": ["C", "C", "O", "O", "C", "S", "S", "H", "H", "H", "H", "H", "H", "H", "H", "O"], "coordinates": [[1.0177, 0.6905, -0.5447], [0.1732, 1.0797, -1.7792], [0.8588, 2.0422, -2.5374], [-0.9106, 0.7673, -2.1292], [1.0517, -0.8143, -0.3522], [1.1248, -1.1699, 1.5307], [-0.6799, -1.7396, 2.2476], [2.1014, 1.1503, -0.6485], [0.5259, 1.3031, 0.3198], [0.2885, 2.3411, -3.3091], [1.9908, -1.2825, -0.8858], [0.1176, -1.4116, -0.7156], [-1.4542, -1.5570, 1.1270], [-2.9701, 1.2085, 0.0125], [-2.4253, 1.9264, -1.2307], [-2.2920, 1.8326, -0.2166]], "forces_ev_per_a": [[0.35, 2.16, -0.04], [2.36, 2.26, -0.96], [-0.75, -0.22, -0.21], [-0.98, -1.41, -0.05], [-0.34, -2.13, 0.34], [2.04, 0.49, -1.49], [-1.76, -0.37, -0.60], [-2.28, -1.04, 0.07], [0.69, -1.44, -1.38], [0.70, -0.75, 1.44], [-1.84, 0.79, 1.35], [1.60, 1.41, 0.43], [0.47, 0.05, 0.63], [-0.49, -0.46, 0.34], [0.50, -0.29, 2.66], [-0.28, 0.96, -2.52]], "lumo_energy_ha": 0.0161, "homo_ev": -8.072, "smiles": "O=C(O)CCSS.O", "orbital_gap_ev": 8.51}

{"formula": "C3H8O3S3", "method": "ωB97M-V/def2-TZVPD", "symbols": ["C", "C", "C", "O", "O", "O", "S", "S", "S", "H", "H", "H", "H", "H", "H", "H", "H"], "coordinates": [[-0.2020, -0.2601, 1.2434], [-0.5362, -0.0745, -0.1635], [0.5847, 1.0416, -0.7979], [0.4592, 2.1330, -0.0801], [1.8159, 0.4342, -0.5627], [0.3157, 1.1260, -2.1853], [-1.0567, -1.5802, 2.0091], [-0.8342, -1.5115, -1.2167], [-2.1137, 0.9220, -0.2046], [0.8965, -0.4129, 1.3514], [-0.4572, 0.6511, 1.8229], [-0.2826, 2.6662, -0.4744], [2.4622, 0.5009, -1.3529], [-0.6099, 0.9338, -2.4779], [-0.6468, -2.2682, 0.8220], [0.3754, -2.0190, -1.1742], [-2.6852, 0.5567, -1.3081]], "forces_ev_per_a": [[1.47, 1.01, 2.19], [-0.07, 2.62, -2.74], [-1.94, -5.23, -1.21], [-0.47, 3.35, -0.11], [1.54, 0.38, -1.99], [0.40, 0.84, -0.01], [0.17, -1.98, -0.99], [-0.56, 0.36, -0.19], [0.25, 0.20, 1.45], [-0.75, 0.17, -0.13], [0.31, -0.28, -0.48], [0.94, -0.68, 0.68], [-1.91, 0.17, 1.72], [1.09, 0.09, 1.04], [-1.03, -0.18, 2.02], [0.92, -0.18, -0.06], [-0.36, -0.67, -1.20]], "lumo_energy_ha": 0.0109, "homo_ev": -8.806, "smiles": "OC(O)(O)C(S)(S)CS", "orbital_gap_ev": 9.10}